1.
81
Properties=species:S:1:pos:R:3:forces:R:3:lowdin_charge:R:1 method="wB97M-V/def2-TZVPD" e_homo_ev="-10.280 / -10.326" charge=+1 multiplicity=3 e_lumo_ha="-0.095 / -0.112" orbital_gap_ev="7.702 / 7.274"
Mo 0.3512 -0.6649 -0.9822 0.06 -0.38 0.03 1.440
N 7.5601 -4.6206 0.8208 -0.01 0.02 0.03 0.125
C 6.4895 -3.7811 0.7188 -0.07 0.04 -0.01 -0.305
C 5.1801 -4.2898 0.7133 0.06 -0.06 0.00 -0.017
C 4.0980 -3.4419 0.6419 -0.08 0.01 0.01 -0.055
C 4.3039 -2.0679 0.5811 -0.10 0.10 -0.15 -0.307
C 5.5933 -1.5442 0.5866 0.03 0.10 -0.01 -0.050
C 6.6759 -2.3901 0.6558 0.02 -0.06 0.00 -0.015
S 2.9590 -0.9742 0.4572 -0.15 -0.24 0.17 0.629
O 1.7505 -1.6843 0.8983 0.05 0.28 -0.12 -0.391
O 3.2922 0.2675 1.0972 0.13 0.04 0.15 -0.275
N 2.5763 -0.6872 -1.1047 -0.08 -0.20 0.03 -0.190
C 2.6749 0.6133 -1.5391 -0.13 0.33 -0.07 -0.484
N 1.4227 1.0715 -1.7262 0.02 -0.04 -0.04 -0.011
C 1.2401 2.2732 -2.2671 -0.04 -0.02 0.04 -0.077
C 2.3399 3.0477 -2.5654 0.06 0.06 -0.02 -0.025
C 3.5951 2.5147 -2.2761 -0.04 -0.02 0.02 -0.080
N 3.7800 1.2975 -1.7713 -0.02 -0.06 0.00 0.176
H 7.4308 -5.6085 0.7050 0.00 -0.02 -0.01 0.102
H 8.4855 -4.2662 0.6641 0.01 0.00 -0.01 0.102
H 5.0242 -5.3604 0.7757 0.00 0.03 0.00 0.116
H 3.0893 -3.8362 0.6569 0.03 0.01 0.00 0.114
H 5.7372 -0.4715 0.5411 0.00 -0.04 0.00 0.119
H 7.6803 -1.9843 0.6682 -0.02 -0.01 0.00 0.117
H 0.2177 2.5863 -2.4348 0.00 0.02 -0.01 0.133
H 2.2399 4.0305 -3.0009 -0.03 -0.02 0.01 0.111
H 4.4929 3.0915 -2.4697 -0.02 -0.01 0.00 0.121
C -5.4439 -0.4557 3.9460 0.03 -0.03 0.01 -0.057
O -4.7922 -0.0317 2.7554 -0.07 -0.10 0.04 -0.082
C -4.1194 1.1434 2.7967 0.07 0.04 -0.05 -0.235
C -4.0291 1.9799 3.8985 -0.03 -0.01 0.08 -0.005
C -3.2998 3.1599 3.8113 0.01 0.04 0.02 -0.067
C -2.6742 3.5212 2.6309 0.02 0.00 -0.01 -0.075
C -2.7785 2.6927 1.5219 0.01 -0.03 0.00 -0.017
C -3.4784 1.5029 1.6074 0.03 0.03 -0.03 -0.178
N -3.5985 0.6345 0.4911 0.12 0.06 0.10 0.159
C -2.5879 0.2985 -0.3590 -0.06 -0.03 0.01 -0.354
N -2.9732 0.0726 -1.6260 -0.04 0.03 -0.02 0.164
C -2.1602 -0.1238 -2.7608 0.09 -0.03 0.02 -0.174
C -0.7994 -0.3919 -2.7246 0.05 0.06 -0.07 -0.244
C -0.1399 -0.4935 -3.9632 0.02 0.00 0.02 -0.147
C -0.8048 -0.3589 -5.1618 0.04 -0.01 -0.01 -0.073
C -2.1760 -0.1110 -5.1795 -0.07 0.00 -0.04 -0.014
C -2.8503 0.0076 -3.9830 0.06 -0.02 -0.05 -0.224
O -4.1819 0.2685 -3.8621 -0.08 0.01 -0.02 -0.099
C -4.9391 0.4201 -5.0564 -0.04 0.01 0.02 -0.054
N -1.3337 0.1715 -0.0027 0.16 0.04 -0.05 -0.030
C -0.9480 0.1247 1.3754 0.02 0.01 0.06 -0.262
C -1.4353 -0.8533 2.2327 0.01 0.05 0.00 -0.059
C -0.9653 -0.9410 3.5313 -0.03 -0.05 0.01 -0.063
C 0.0086 -0.0553 3.9653 0.01 0.01 0.03 -0.050
C 0.5086 0.9248 3.1215 0.03 0.02 0.05 0.000
C 0.0321 1.0221 1.8225 -0.12 -0.06 -0.01 -0.265
O 0.4445 1.9458 0.9159 0.07 0.06 0.00 -0.119
C 1.4228 2.8898 1.3491 -0.05 0.01 -0.02 -0.051
H -5.9124 -1.4054 3.7090 -0.02 -0.01 -0.01 0.096
H -6.2056 0.2612 4.2565 -0.01 0.01 -0.01 0.099
H -4.7247 -0.6002 4.7552 0.01 0.02 -0.01 0.099
H -4.5145 1.7192 4.8286 0.02 0.00 -0.03 0.109
H -3.2329 3.8028 4.6799 0.00 -0.02 -0.03 0.111
H -2.1193 4.4477 2.5643 -0.01 -0.02 0.00 0.107
H -2.2987 2.9586 0.5872 0.00 -0.01 0.01 0.124
H -4.5165 0.2717 0.2904 -0.02 0.00 -0.03 0.162
H -3.9130 0.3551 -1.8630 -0.03 0.00 0.02 0.148
H 0.9264 -0.6958 -3.9756 0.00 0.00 -0.02 0.098
H -0.2684 -0.4499 -6.0981 -0.01 0.00 0.03 0.111
H -2.6957 -0.0108 -6.1218 0.01 0.00 0.03 0.109
H -4.5732 1.2613 -5.6469 0.02 0.01 0.00 0.100
H -5.9593 0.6161 -4.7415 0.00 0.00 0.00 0.097
H -4.9117 -0.4917 -5.6544 0.01 -0.02 0.00 0.101
H -2.1984 -1.5314 1.8726 0.00 0.00 0.01 0.097
H -1.3464 -1.7047 4.1963 0.00 0.01 -0.02 0.110
H 0.3928 -0.1264 4.9749 -0.01 0.00 -0.02 0.113
H 1.2751 1.5980 3.4770 -0.02 -0.02 -0.01 0.116
H 2.3422 2.3883 1.6468 0.02 -0.02 0.00 0.080
H 1.0338 3.4958 2.1704 -0.01 -0.01 0.00 0.101
H 1.6156 3.5316 0.4929 0.00 -0.01 -0.01 0.089
I -0.9809 -3.2647 -0.5627 0.01 0.14 0.02 0.938
C 0.6487 -2.5971 -1.7630 0.08 0.01 -0.02 -0.714
H 0.4076 -2.8069 -2.7978 0.00 -0.03 -0.01 -0.015
H 1.5411 -3.1070 -1.4158 0.00 -0.04 -0.02 -0.029

2.
46
Properties=species:S:1:pos:R:3:forces:R:3:lowdin_charge:R:1 method="wB97M-V/def2-TZVPD" e_homo_ev=-8.092 charge=0 e_lumo_ha=0.018 orbital_gap_ev=8.578 smiles="c1ccc2sc(NC3=NCN(C4CCCCCC4)CN3)nc2c1"
C -1.3267 5.9481 -3.4098 -0.03 0.07 -0.01 -0.092
C -0.7315 5.0395 -4.2789 0.03 -0.04 -0.14 -0.099
C -0.1208 3.8946 -3.7998 0.03 -0.03 -0.05 -0.102
C -0.1196 3.6806 -2.4353 -0.07 0.20 0.36 -0.473
S 0.5621 2.3451 -1.5420 -0.32 0.30 0.13 1.077
C -0.0140 3.1387 -0.0497 0.23 -0.15 -1.00 -0.572
N 0.1750 2.6013 1.1773 0.04 0.10 0.43 0.112
C 0.7148 1.3642 1.5187 -0.11 -0.24 0.34 -0.444
N 0.2702 0.8236 2.5799 -0.21 0.39 -0.10 0.102
C 0.8095 -0.4539 2.9770 0.27 -0.10 0.30 -0.213
N 1.5112 -1.2003 1.9479 0.24 0.11 -0.08 -0.119
C 0.7150 -2.1286 1.1430 -0.17 0.01 0.11 -0.310
C -0.4495 -1.4604 0.3940 -0.04 -0.18 -0.07 -0.147
C -1.4956 -2.4236 -0.1736 0.16 0.10 -0.15 -0.193
C -0.9348 -3.7189 -0.7650 -0.34 -0.09 0.12 -0.203
C -0.8036 -4.8347 0.2715 0.32 -0.03 -0.13 -0.214
C 0.3227 -4.6394 1.2837 -0.35 -0.01 0.10 -0.203
C 0.2777 -3.3048 2.0271 0.26 -0.11 -0.18 -0.151
C 2.3765 -0.3273 1.2206 0.31 -0.15 0.14 -0.169
N 1.6527 0.8265 0.6790 0.03 0.10 -0.17 0.046
N -0.6325 4.2483 -0.2231 -0.16 0.15 0.92 0.104
C -0.7170 4.5945 -1.5412 0.22 -0.33 -0.84 -0.322
C -1.3260 5.7379 -2.0457 0.03 -0.07 0.08 -0.021
H -1.7965 6.8337 -3.8108 -0.04 0.07 -0.03 0.100
H -0.7454 5.2273 -5.3418 0.00 0.02 -0.09 0.100
H 0.3412 3.1849 -4.4683 0.04 -0.04 -0.12 0.105
H -0.4028 2.9986 1.9078 0.06 -0.06 -0.07 0.154
H -0.0194 -1.0535 3.3568 0.11 -0.07 0.00 0.116
H 1.5038 -0.2787 3.8123 -0.14 -0.10 -0.04 0.122
H 1.4223 -2.5242 0.4048 -0.05 -0.03 0.03 0.136
H -0.9579 -0.7708 1.0705 0.04 0.07 0.00 0.110
H -0.0282 -0.8659 -0.4208 -0.06 0.05 0.04 0.103
H -2.2178 -2.6839 0.6026 -0.08 0.00 0.00 0.107
H -2.0465 -1.8847 -0.9482 -0.07 -0.01 0.07 0.108
H 0.0280 -3.5313 -1.2421 0.09 -0.02 -0.14 0.113
H -1.6195 -4.0683 -1.5421 0.09 0.02 -0.05 0.106
H -1.7531 -4.9252 0.8052 -0.06 -0.04 0.00 0.111
H -0.6325 -5.7812 -0.2483 -0.07 -0.05 0.04 0.106
H 0.2651 -5.4504 2.0140 0.09 -0.03 -0.02 0.108
H 1.2862 -4.7276 0.7760 0.08 -0.04 0.01 0.112
H 0.9726 -3.3554 2.8679 -0.06 0.04 0.02 0.117
H -0.7225 -3.1390 2.4275 -0.11 0.02 0.12 0.116
H 2.8389 -0.8609 0.3857 -0.03 0.04 0.11 0.131
H 3.1699 0.0166 1.9050 -0.12 -0.02 -0.16 0.133
H 2.1825 1.4537 0.0943 0.03 0.08 0.12 0.082
H -1.7844 6.4353 -1.3634 -0.06 0.09 0.08 0.110

3.
67
Properties=species:S:1:pos:R:3:forces:R:3:lowdin_charge:R:1 method="wB97M-V/def2-TZVPD" e_homo_ev="-14.339 / -14.338" charge=+2 e_lumo_ha="-0.297 / -0.297" orbital_gap_ev="6.249 / 6.249"
Ru 0.5990 -0.4525 0.2280 0.31 -0.30 1.02 0.881
O 3.3898 2.2596 -0.3675 0.04 -0.03 -0.15 -0.197
S 2.0879 1.7212 -0.2601 -0.22 0.31 0.14 0.585
O 1.7578 1.0908 1.0686 0.21 -0.20 0.00 -0.400
O 1.7243 0.6174 -1.2287 0.02 0.38 0.04 -0.453
C 0.8567 2.9540 -0.4788 0.06 0.04 -0.06 -0.268
C 1.2686 4.2405 -0.7798 0.03 0.01 0.00 -0.017
C 0.3150 5.2419 -0.9134 0.05 0.00 -0.01 -0.018
C -1.0259 4.9499 -0.7333 -0.04 -0.02 0.01 -0.020
C -1.4280 3.6558 -0.4246 -0.01 0.01 -0.01 -0.056
C -0.4924 2.6352 -0.3039 -0.03 -0.08 -0.02 -0.306
P -1.1236 0.9763 0.1207 -0.38 0.15 -0.06 1.016
C -2.0046 1.2839 1.6636 0.14 0.19 0.02 -0.345
C -1.2354 1.8213 2.7035 -0.07 0.07 -0.02 -0.112
C -1.8348 2.1786 3.8979 -0.01 -0.01 -0.01 -0.050
C -3.2071 2.0131 4.0613 0.04 0.02 0.03 -0.039
C -3.9757 1.5176 3.0220 -0.04 -0.02 -0.03 -0.042
C -3.3823 1.1606 1.8174 0.00 -0.10 0.02 -0.062
C -2.2914 0.5211 -1.1685 -0.06 0.00 0.07 -0.411
C -3.1478 -0.5614 -0.9455 0.04 -0.02 0.00 -0.147
C -3.9949 -0.9939 -1.9515 -0.01 0.00 0.00 -0.052
C -3.9776 -0.3644 -3.1891 0.01 0.02 -0.01 -0.040
C -3.1086 0.6925 -3.4237 -0.03 -0.03 -0.01 -0.043
C -2.2630 1.1354 -2.4193 0.00 0.08 0.04 -0.079
H 2.3225 4.4520 -0.8984 0.00 0.00 0.00 0.127
H 0.6264 6.2500 -1.1493 0.00 0.00 0.00 0.127
H -1.7686 5.7304 -0.8273 0.00 0.00 0.00 0.126
H -2.4805 3.4435 -0.2770 0.00 0.00 0.00 0.128
H -0.1748 1.9980 2.5578 0.02 -0.03 0.02 0.104
H -1.2416 2.6059 4.6958 0.00 0.00 -0.01 0.119
H -3.6777 2.2948 4.9936 0.00 0.00 0.00 0.121
H -5.0464 1.4184 3.1385 0.00 0.00 0.00 0.121
H -4.0018 0.8062 1.0068 -0.02 -0.01 -0.02 0.101
H -3.1501 -1.0737 0.0097 -0.01 -0.01 0.00 0.105
H -4.6670 -1.8218 -1.7714 0.00 0.00 0.00 0.119
H -4.6409 -0.7019 -3.9740 0.00 0.00 0.00 0.120
H -3.0903 1.1761 -4.3908 0.00 0.00 0.00 0.120
H -1.5871 1.9580 -2.6140 0.00 -0.01 0.00 0.113
S -0.1751 -1.6454 -1.5974 -0.15 -0.43 0.10 0.788
C 1.3129 -2.5380 -1.8864 0.12 0.06 -0.21 -0.695
N 1.2586 -3.8551 -2.0044 -0.02 0.09 -0.05 0.047
C 2.4114 -4.6816 -2.3938 0.00 -0.01 0.00 -0.130
C 3.4087 -3.8256 -3.1546 0.01 0.01 0.02 -0.141
C 3.7199 -2.5702 -2.3558 0.01 -0.05 -0.03 -0.126
N 2.4631 -1.8983 -2.0032 0.02 -0.23 -0.01 0.043
H 0.3443 -4.2762 -1.9435 0.00 -0.01 0.03 0.141
H 2.0409 -5.5030 -3.0031 0.01 0.01 -0.01 0.136
H 2.8637 -5.1062 -1.4951 0.00 0.00 -0.01 0.130
H 2.9987 -3.5492 -4.1272 -0.01 0.00 0.00 0.133
H 4.3208 -4.3932 -3.3276 0.01 0.00 0.00 0.132
H 4.3128 -1.8672 -2.9368 0.01 0.00 0.01 0.138
H 4.2769 -2.8091 -1.4467 -0.01 0.00 0.00 0.127
H 2.4273 -0.8848 -1.9644 0.05 -0.08 -0.07 0.088
C -0.5716 -1.7743 1.5158 0.00 0.18 -0.70 -0.096
C 0.6865 -1.5700 2.1622 0.06 0.12 -0.15 -0.397
C 1.8676 -2.2131 1.6616 -0.18 -0.09 -0.05 -0.046
C 3.1057 -1.8974 2.1600 0.01 0.03 0.05 -0.023
C 3.2081 -0.9757 3.2109 -0.07 0.05 0.04 0.019
C 2.0785 -0.3751 3.7622 0.07 -0.05 -0.04 -0.015
C 0.8364 -0.6489 3.2348 0.00 0.00 -0.04 0.006
H -1.4471 -1.3343 1.9775 -0.02 -0.02 0.01 0.074
H -0.7396 -2.6930 0.9694 0.00 -0.06 0.12 0.066
H 1.7540 -2.9755 0.8949 0.01 0.06 -0.01 0.119
H 3.9957 -2.3663 1.7635 0.00 -0.01 0.02 0.124
H 4.1863 -0.7316 3.6056 -0.01 0.00 0.01 0.134
H 2.1802 0.3134 4.5893 0.01 0.00 0.00 0.132
H -0.0533 -0.1851 3.6371 0.00 0.03 0.00 0.117

4.
11
Properties=species:S:1:pos:R:3:forces:R:3:lowdin_charge:R:1 method="wB97M-V/def2-TZVPD" e_homo_ev=-9.486 charge=0 e_lumo_ha=0.032 orbital_gap_ev=10.351 smiles="O=C=NC1CC1"
O 3.3925 -0.4076 -0.2321 2.08 -1.29 -0.28 0.179
C 2.3612 0.0809 -0.1386 -1.80 1.33 0.27 -0.342
N 1.3773 0.7640 -0.0553 -0.71 -0.28 -0.50 0.140
C 0.0121 0.6050 0.3314 -1.20 -3.03 -2.33 -0.253
C -0.7295 -0.7600 0.4158 -2.65 1.29 2.28 -0.136
C -1.2607 0.2307 -0.6384 2.81 0.40 1.33 -0.081
H -0.1859 1.2964 1.0840 -0.81 0.81 1.15 0.100
H -1.3960 -0.8826 1.4177 1.68 0.28 -2.48 0.136
H -0.4777 -1.7416 0.0081 0.73 0.57 0.21 0.090
H -0.9751 -0.0735 -1.6447 -0.13 0.32 0.17 0.087
H -2.1183 0.8883 -0.5480 -0.01 -0.39 0.19 0.080

5.
25
Properties=species:S:1:pos:R:3:forces:R:3:lowdin_charge:R:1 method="wB97M-V/def2-TZVPD" e_homo_ev="-12.988 / -18.177" charge=+2 multiplicity=3 e_lumo_ha="-0.252 / -0.451" orbital_gap_ev="6.131 / 5.916"
C 0.2171 0.8189 -0.7974 2.04 -1.65 1.84 -0.368
C 0.8740 -0.4224 1.0302 1.04 -0.16 0.13 -0.253
C 2.3694 1.3395 0.3615 -0.24 0.09 -1.97 0.093
C -2.0509 0.2610 -1.5472 0.35 -0.78 -0.72 0.040
C -1.2906 -1.9802 0.1608 1.08 -1.78 1.05 0.002
N 1.1071 0.6514 0.2204 0.42 -0.46 1.25 0.037
N -0.9822 0.2272 -0.5555 -1.58 -1.03 1.81 -0.009
N 0.4286 1.6583 -1.7534 -1.53 2.11 -2.88 0.209
N 1.0993 -0.3824 2.3397 -0.22 -0.81 -0.34 0.206
N -0.9206 -0.6620 0.5594 -2.47 3.03 -0.08 -0.004
H 1.1727 -1.3595 0.6258 -0.06 -0.90 -0.81 0.169
H 3.1838 0.6582 0.0745 -0.14 -0.12 -0.08 0.152
H 2.3380 2.1421 -0.3875 0.51 0.31 1.13 0.115
H 2.5086 1.5438 1.3883 0.31 1.00 0.89 0.105
H -1.6163 -0.0060 -2.5561 -0.56 0.55 0.83 0.151
H -2.5963 1.2112 -1.5029 0.46 0.16 -0.21 0.139
H -2.7963 -0.4830 -1.3213 -0.17 -0.29 0.19 0.104
H -1.8577 -2.4809 0.9294 -0.51 -0.11 -0.13 0.129
H -1.6442 -2.0361 -0.8249 -1.32 0.11 -1.00 0.088
H -0.3689 -2.5470 0.0226 0.31 -0.18 0.37 0.113
H 1.3456 2.0160 -2.0022 -0.78 -0.13 -0.53 0.146
H -0.4363 1.6463 -2.3192 1.74 1.14 -0.70 0.133
H 1.2469 0.4164 2.8982 -0.03 0.84 0.67 0.128
H 1.2597 -1.2984 2.6923 0.40 -0.25 1.08 0.135
H -1.4106 -0.2681 1.4453 0.94 -0.71 -1.79 0.241

6.
23
Properties=species:S:1:pos:R:3:forces:R:3:lowdin_charge:R:1 method="wB97M-V/def2-TZVPD" e_homo_ev=-9.834 charge=0 e_lumo_ha=0.025 orbital_gap_ev=10.511 smiles="CCC(N)=O.CCC"
C 2.4521 0.9189 2.3105 0.16 -4.34 -2.01 -0.085
C 1.8129 1.6298 1.1098 5.84 2.30 1.00 -0.215
C 0.4831 1.2392 0.9094 -2.45 0.47 -4.59 -0.567
N -0.5569 2.0966 1.1605 0.29 -1.01 0.78 0.173
O 0.3706 0.3613 0.0503 -1.21 -0.35 1.61 0.021
H 2.8988 -0.0656 1.8862 -0.59 1.36 0.87 0.110
H 1.7182 0.5453 3.0098 -0.45 0.18 0.26 0.070
H 3.2288 1.3438 2.8695 1.02 1.30 0.38 0.044
H 2.0409 2.6488 1.4038 -1.06 0.83 -0.23 0.103
H 2.4247 1.5638 0.1044 -1.29 -0.46 2.11 0.171
H -1.4706 1.6768 0.9452 0.53 0.94 0.43 0.122
H -0.3612 2.9050 1.7480 -0.79 -0.54 -0.18 0.111
C -2.5843 -1.3097 -1.4229 -1.20 1.30 0.37 -0.164
C -1.2682 -1.4135 -2.1918 -0.21 2.59 -1.84 -0.329
C -0.0908 -1.9148 -1.3405 -1.97 0.93 -0.24 -0.125
H -2.6366 -2.2665 -0.9482 -1.09 -0.91 0.13 0.044
H -3.4468 -1.0415 -2.1097 0.85 -0.85 0.76 0.078
H -2.7548 -0.5923 -0.5334 1.17 -0.63 -1.39 0.081
H -1.5595 -1.8792 -3.2282 1.07 0.32 2.00 0.126
H -0.9365 -0.3678 -2.4415 -0.60 -0.74 -0.28 0.092
H -0.5839 -2.1214 -0.4125 0.30 0.09 1.13 0.052
H 0.1968 -2.8552 -1.6584 1.43 -1.73 -0.91 0.040
H 0.6231 -1.1019 -1.2202 0.22 -1.05 -0.14 0.047

Going through the records in order, we get max |F| values of 0.4 1.0 1.1 4.0 3.9 6.4 eV/A.
Going through the records in order, we get ΔE to the lowest compared entry with this formula, charge and spin values of 0.000 0.203 0.000 1.714 1.418 2.746 eV.